# 1
80
Properties=species:S:1:pos:R:3:mulliken_charge:R:1 method="wB97M-V/def2-TZVPD" charge=+1 homo_energy_ev="-10.1 / -11.0" energy_ev=-109214.6161 multiplicity=5 homo_lumo_gap_ev="8.048 / 6.042" fmax_ha_per_bohr=0.018 s2=6.049 e_lumo_ev="-2.02 / -5.01"
Ir -0.09081 -0.88060 -0.26490 1.063
Ge -2.76654 -0.49834 -2.77114 0.635
P -0.58890 -0.72747 2.11141 0.632
P 2.01707 -0.48689 -1.21500 0.078
N 0.10497 1.25746 0.20421 0.216
C -2.29496 1.38449 -3.14474 -1.035
C 2.14079 1.32884 -1.03351 -0.191
C -3.25914 2.44912 2.35543 -1.083
C 3.18955 2.05988 -1.56399 -0.233
C 3.50592 -1.18341 -0.33589 0.386
C 1.15295 1.99080 -0.25148 0.558
C -1.71443 -2.15919 2.48834 1.062
C -2.77039 3.27553 1.35261 -0.983
C -1.52138 0.83762 1.89755 0.374
C 1.20952 0.95028 3.40935 -1.492
C -2.02404 -1.22994 -1.09779 -1.124
C 1.35676 3.35019 0.07838 -0.806
C -0.33428 -0.32289 4.91712 -1.474
C 2.27492 -0.83790 -3.00849 0.682
C -2.95492 -1.98509 3.36199 -1.609
C -2.28632 -1.66585 -4.28131 -1.177
C 2.42120 4.04779 -0.44717 -0.968
C 1.25433 -0.05770 -3.83602 -1.272
C -4.73079 -0.53009 -2.55866 -1.314
C -0.80726 -3.29686 2.97394 -1.577
C -0.99323 1.70664 0.90302 -0.413
C 3.32501 3.41810 -1.30003 -0.919
C 3.62039 -0.53375 1.04420 -1.385
C 4.82605 -1.11608 -1.09769 -1.590
C 0.46004 -0.37097 3.61474 0.432
C -1.64491 2.91900 0.63568 -0.277
C -2.63594 1.23416 2.61905 -0.990
C 2.10567 -2.34595 -3.21276 -1.562
H -1.28865 3.53451 -0.18006 0.748
H 2.81663 -2.92071 -2.61617 0.359
H -2.73485 -1.58022 4.34835 0.228
H -2.70841 -2.65934 -4.12700 0.401
H 3.23807 -2.23443 -0.19080 0.697
H -2.06108 -2.42748 1.48632 0.140
H 3.92308 1.56350 -2.18778 0.416
H 2.67077 -0.59205 1.57967 0.041
H 4.14121 3.97838 -1.73551 0.478
H 5.13345 -0.08453 -1.27713 0.260
H 1.33040 -0.34032 -4.88696 0.545
H -3.69415 -1.35224 2.87344 0.384
H -3.41036 -2.96708 3.50293 0.481
H 2.56070 5.08961 -0.19101 0.446
H 0.34461 -0.07255 5.73419 0.443
H 1.18265 -1.19014 3.66578 0.760
H -2.48407 1.58250 -4.20047 0.452
H 1.40342 1.01861 -3.75484 0.242
H 1.65076 1.03491 2.41646 0.153
H -5.03962 0.17009 -1.78132 0.370
H -1.10067 0.45250 4.87364 0.251
H 5.59891 -1.58974 -0.49035 0.489
H 2.25269 -2.60342 -4.26211 0.479
H -2.93715 2.04053 -2.55538 0.359
H 0.67259 3.83107 0.76392 0.662
H 2.01152 1.04045 4.14259 0.537
H -1.25775 1.63515 -2.92615 0.127
H -2.71521 -1.25092 -5.19432 0.377
H -2.11654 -2.32206 -1.14412 0.545
H -4.13057 2.74263 2.92463 0.476
H -2.66915 -0.85726 -0.28891 0.097
H 3.29015 -0.53976 -3.27831 0.728
H 0.52852 1.79203 3.54796 0.427
H 0.24250 -0.29647 -3.49964 -0.176
H -0.80183 -1.27561 5.15659 0.313
H 4.78539 -1.64642 -2.04859 0.346
H 0.08018 -3.38646 2.34207 0.339
H -1.34823 -4.24172 2.92559 0.469
H 1.09600 -2.64982 -2.92623 0.253
H -3.02882 0.59364 3.39447 0.524
H 3.90628 0.51593 0.95815 0.249
H -1.21037 -1.76994 -4.42529 0.340
H -3.27539 4.20514 1.12550 0.461
H -0.48403 -3.14422 4.00479 0.295
H -5.08264 -1.52597 -2.28886 0.378
H -5.20655 -0.23766 -3.49549 0.385
H 4.37874 -1.04363 1.63934 0.581

=====

# 2
94
Properties=species:S:1:pos:R:3:mulliken_charge:R:1 method="wB97M-V/def2-TZVPD" charge=0 homo_energy_ev="-7.5 / -7.5" energy_ev=-147616.1130 multiplicity=5 homo_lumo_gap_ev="7.728 / 7.517" fmax_ha_per_bohr=0.019 s2=6.012 e_lumo_ev="0.19 / 0.02"
Os -0.75989 1.39843 1.25949 2.042
As 0.24619 -0.71559 3.83298 0.745
S 0.01317 -2.15935 1.30123 0.970
S -2.28664 1.67368 -0.60454 -1.192
Si -0.65135 1.87764 -1.93400 0.149
O 0.56866 1.69889 -0.81948 0.855
O -0.45450 3.38439 -2.53518 -0.031
O -0.53758 3.74769 1.77803 -0.744
O -0.65607 0.88766 -3.22374 0.263
O 0.46111 -1.78734 -2.62308 -0.598
O -1.72857 -2.77280 4.94803 -0.743
O 0.20893 -0.95212 5.45029 -0.929
O -0.19308 -3.39525 0.58880 -0.879
O -0.07024 0.83465 3.25573 -0.665
O -0.22089 -0.90704 0.57604 -0.049
N 0.81266 -5.14056 3.48609 0.331
N -1.20149 5.89073 1.92725 -0.478
N -2.78155 4.21669 1.75804 -0.373
C -2.23287 -1.39713 2.46869 -1.069
C -0.47805 -0.67295 -4.99007 -1.916
C -3.23555 -3.60951 2.39711 -0.836
C 2.56557 1.47276 0.49104 -2.136
C 1.88509 -1.27605 2.98557 0.061
C -2.68925 -0.23491 -3.88874 -1.751
C -3.27946 -2.15944 2.18015 -0.825
C -0.80894 4.04837 -3.76398 1.647
C 4.02304 -1.94332 1.35431 -0.923
C 2.01886 1.88371 -0.86887 1.762
C 1.69914 -1.97078 1.80346 0.150
C 2.01694 -4.74220 2.78048 -0.879
C -0.63499 5.53273 -3.47982 -1.766
C 2.55789 0.97001 -1.95951 -1.482
C 0.13885 3.61420 -4.88052 -1.296
C -1.18527 -0.37423 -3.67448 1.701
C 0.05327 -4.15467 4.23635 -2.797
C 3.16966 -0.91912 3.37384 -0.811
C -2.26318 -4.14550 3.12696 -1.061
C -0.91368 -2.02615 2.86590 0.154
C -2.26222 3.75090 -4.12429 -1.338
C -1.16966 -3.29696 3.73949 2.870
C -0.93180 -1.47844 -2.66712 -0.663
C -1.47600 4.56470 1.81217 0.804
C 4.23276 -1.26156 2.55398 -0.713
C 2.74679 -2.30667 0.96032 -0.428
C 2.36289 3.34487 -1.13222 -1.441
C 0.08387 -6.17887 2.78147 -0.965
H -1.92292 6.55438 2.13947 0.170
H 0.58643 -0.82312 -4.81815 0.384
H 2.17604 -0.04451 -1.81409 0.131
H 3.64989 0.95370 -1.93572 0.477
H 0.76503 -3.45162 4.67260 0.564
H 2.09396 2.05521 1.28310 0.304
H 0.10173 2.53161 -5.00031 -0.043
H -0.79440 6.11463 -4.39138 0.410
H 1.84177 -4.45064 1.73991 0.363
H -0.62093 0.16258 -5.67923 0.383
H 5.24151 -0.99060 2.84206 0.444
H -2.32028 -0.32685 2.42410 0.540
H 3.44683 3.45648 -1.21739 0.431
H 3.32405 -0.38706 4.30305 0.537
H -1.35330 5.85735 -2.72106 0.370
H -3.17034 0.15828 -2.99018 0.238
H -1.51058 -2.35614 -2.97342 0.603
H -2.37832 2.70501 -4.41587 0.016
H -1.29888 -1.15496 -1.68852 0.055
H 2.23075 1.31402 -2.94758 0.286
H -1.04911 -2.21806 5.38807 0.680
H -3.12877 -1.20750 -4.12390 0.543
H -0.14155 4.08794 -5.82557 0.513
H 0.37385 5.72711 -3.10598 0.316
H -0.25210 6.14096 2.12961 0.233
H 1.16540 3.90304 -4.63438 0.324
H 2.00419 3.96569 -0.30615 0.297
H 3.64195 1.65657 0.53012 0.604
H -3.48174 4.91197 1.57097 0.223
H 0.79635 -6.94170 2.45920 0.351
H -0.62953 -6.66119 3.45604 0.333
H 2.50774 -3.92008 3.30418 0.155
H -0.89315 -1.57919 -5.44008 0.381
H 2.38536 0.41160 0.67489 0.357
H 1.89192 3.69428 -2.04930 0.074
H -2.29076 -5.18979 3.41037 0.498
H 2.56202 -2.83707 0.03151 0.485
H -2.96154 3.29204 1.40639 0.140
H -2.58493 4.38527 -4.95320 0.524
H -4.04795 -4.22315 2.02510 0.477
H 2.71134 -5.58774 2.76366 0.480
H -4.20632 -1.70139 1.85586 0.502
H -2.88696 0.43789 -4.72545 0.388
H 4.86433 -2.18737 0.71589 0.440
H -0.44882 -5.81782 1.89254 0.267
H -0.41131 -4.68446 5.07236 0.518
H 0.56407 -2.49201 -1.97826 0.215
H -2.90457 3.94218 -3.25950 0.292